1.
Computed, not measured: a structure of composition C31H78CaCuN5O11 in a non-equilibrium geometry, with ωB97M-V/def2-TZVPD.

Last column: Löwdin charge in e.
Positions of all 127 atoms, in Å:
Cu: -9.91 -9.25 -22.96  0.437
Ca: -6.49 -10.01 -22.71  1.602
C: -8.52 -7.94 -20.80  -0.227
O: -8.01 -8.50 -22.00  -0.552
H: -9.45 -7.40 -20.99  0.046
H: -8.72 -8.72 -20.06  0.062
H: -7.78 -7.28 -20.33  0.071
C: -4.05 -11.95 -23.95  -0.041
O: -5.31 -11.86 -23.26  -0.399
C: -5.84 -13.15 -22.91  -0.184
C: -7.19 -13.03 -22.20  -0.177
N: -7.23 -11.90 -21.27  -0.136
C: -6.42 -12.15 -20.04  -0.159
C: -6.64 -11.02 -19.06  -0.227
O: -7.96 -11.06 -18.62  -0.207
C: -8.21 -10.23 -17.51  -0.085
H: -4.15 -12.36 -24.95  0.110
H: -3.33 -12.51 -23.35  0.111
H: -3.63 -10.94 -23.99  0.099
H: -5.09 -13.74 -22.38  0.139
H: -5.96 -13.72 -23.84  0.142
H: -7.40 -14.00 -21.73  0.142
H: -7.96 -12.92 -22.97  0.125
H: -8.19 -11.78 -20.95  0.085
H: -5.36 -12.09 -20.29  0.130
H: -6.65 -13.12 -19.60  0.143
H: -6.35 -10.06 -19.53  0.118
H: -5.96 -11.19 -18.21  0.141
H: -7.58 -10.49 -16.65  0.102
H: -9.25 -10.36 -17.19  0.094
H: -8.07 -9.17 -17.73  0.079
C: -10.60 -11.46 -20.30  -0.044
O: -10.30 -11.22 -21.70  -0.269
C: -11.24 -11.78 -22.60  -0.212
C: -12.47 -10.93 -22.70  -0.170
N: -12.11 -9.55 -23.11  -0.063
C: -12.11 -9.40 -24.59  -0.174
C: -11.79 -7.96 -24.97  -0.205
O: -10.76 -7.40 -24.19  -0.226
C: -10.90 -6.00 -24.02  -0.067
H: -10.43 -12.51 -20.05  0.109
H: -11.63 -11.18 -20.08  0.094
H: -9.92 -10.84 -19.73  0.063
H: -11.48 -12.80 -22.26  0.139
H: -10.75 -11.90 -23.57  0.122
H: -12.87 -10.84 -21.69  0.114
H: -13.21 -11.35 -23.38  0.135
H: -12.90 -9.00 -22.71  0.079
H: -13.14 -9.56 -24.94  0.131
H: -11.46 -10.13 -25.09  0.120
H: -12.72 -7.38 -25.00  0.127
H: -11.44 -7.97 -26.01  0.136
H: -10.11 -5.66 -23.35  0.058
H: -11.86 -5.75 -23.58  0.085
H: -10.76 -5.46 -24.96  0.108
C: -3.71 -0.03 -23.88  -0.100
O: -4.07 -1.11 -23.04  -0.179
C: -3.77 -2.36 -23.61  -0.257
C: -4.41 -3.42 -22.77  -0.228
N: -5.84 -3.40 -22.85  -0.046
C: -6.53 -4.27 -21.95  -0.228
C: -8.01 -4.32 -22.30  -0.249
O: -8.60 -3.11 -21.94  -0.160
C: -9.87 -2.85 -22.51  -0.089
H: -3.97 0.88 -23.34  0.092
H: -4.31 -0.04 -24.80  0.089
H: -2.64 -0.04 -24.09  0.090
H: -2.69 -2.51 -23.69  0.128
H: -4.17 -2.38 -24.64  0.125
H: -4.13 -3.21 -21.73  0.124
H: -3.96 -4.41 -23.00  0.113
H: -6.20 -3.44 -23.80  0.120
H: -6.48 -3.90 -20.93  0.131
H: -6.19 -5.33 -21.98  0.104
H: -8.42 -5.19 -21.76  0.103
H: -8.17 -4.52 -23.38  0.115
H: -9.97 -1.77 -22.56  0.096
H: -10.66 -3.22 -21.85  0.089
H: -9.97 -3.29 -23.50  0.073
C: -11.39 -7.64 -18.08  -0.087
O: -12.48 -7.34 -18.93  -0.167
C: -12.15 -7.50 -20.28  -0.239
C: -13.33 -7.10 -21.13  -0.175
N: -14.19 -8.23 -21.55  -0.064
C: -15.33 -7.72 -22.34  -0.189
C: -16.31 -8.84 -22.60  -0.255
O: -16.78 -9.26 -21.36  -0.194
C: -17.87 -10.19 -21.46  -0.077
H: -10.97 -8.62 -18.33  0.068
H: -11.78 -7.66 -17.07  0.098
H: -10.64 -6.84 -18.17  0.097
H: -11.83 -8.54 -20.47  0.109
H: -11.30 -6.85 -20.53  0.108
H: -12.98 -6.58 -22.03  0.096
H: -13.91 -6.35 -20.59  0.138
H: -14.65 -8.59 -20.71  0.125
H: -14.98 -7.34 -23.31  0.118
H: -15.86 -6.92 -21.82  0.131
H: -15.86 -9.66 -23.19  0.120
H: -17.14 -8.43 -23.19  0.133
H: -18.79 -9.66 -21.73  0.096
H: -18.04 -10.59 -20.46  0.092
H: -17.64 -11.00 -22.15  0.089
C: -3.27 -5.42 -19.60  -0.097
O: -4.25 -5.04 -18.65  -0.178
C: -5.39 -5.85 -18.66  -0.224
C: -5.15 -7.23 -18.08  -0.232
N: -4.47 -7.10 -16.81  -0.044
C: -3.91 -8.31 -16.27  -0.251
C: -3.22 -8.03 -14.96  -0.223
O: -2.21 -7.04 -15.04  -0.171
C: -1.25 -7.28 -16.04  -0.109
H: -3.67 -5.35 -20.62  0.067
H: -2.93 -6.46 -19.43  0.078
H: -2.41 -4.78 -19.46  0.101
H: -5.83 -5.91 -19.67  0.090
H: -6.10 -5.34 -18.01  0.137
H: -4.58 -7.91 -18.76  0.101
H: -6.12 -7.69 -17.85  0.102
H: -3.82 -6.32 -16.83  0.111
H: -3.25 -8.88 -16.94  0.110
H: -4.75 -8.98 -16.04  0.115
H: -2.78 -8.96 -14.57  0.127
H: -3.96 -7.68 -14.24  0.129
H: -1.65 -7.14 -17.05  0.071
H: -0.85 -8.30 -16.00  0.095
H: -0.44 -6.58 -15.87  0.095

Results
E_HOMO	-0.438	Ha
maximum force	2.042	eV/Å
relative energy (zero: lowest compared OMol25 entry of this formula, charge and spin)	0.000	eV
E_tot	-126445.6697	eV
net charge	+2



2.
Computed, not measured: a cluster of 16 separate species, C31H79IN4O18S in total in a non-equilibrium geometry, with ωB97M-V/def2-TZVPD.

Last column: Löwdin charge in e.
Positions of all 134 atoms, in Å:
C: -0.92 2.44 4.32  -0.083
C: 0.33 1.37 4.32  -0.315
N: 0.98 1.16 5.52  0.069
C: 0.80 0.49 2.98  -0.098
C: -0.47 0.48 1.90  -0.048
C: -1.94 -0.21 2.30  -0.113
C: -2.17 -0.96 3.77  -0.159
C: -2.51 -2.57 3.46  -0.639
O: -3.46 -3.26 4.13  -0.128
I: -1.30 -3.45 1.81  0.774
C: -3.21 -0.17 1.22  -0.011
C: -4.72 -0.80 1.56  -0.230
N: -5.25 -0.36 2.91  -0.030
C: -3.08 0.51 -0.29  -0.150
N: -4.08 0.64 -1.42  -0.314
S: -3.37 1.52 -2.78  0.887
N: -1.76 1.72 -2.03  -0.312
C: -1.61 1.16 -0.63  -0.135
C: -0.30 1.17 0.40  -0.044
C: 1.07 1.85 -0.19  -0.148
C: 1.51 0.93 -1.51  -0.163
C: 1.54 -0.69 -1.08  -0.099
C: 2.36 -1.62 -2.16  -0.276
O: 2.08 -1.46 -3.47  -0.053
O: 3.35 -2.62 -1.71  -0.016
H: -0.86 3.08 3.34  0.091
H: -1.96 1.86 4.27  0.078
H: -0.95 3.09 5.30  0.085
H: 0.52 1.77 6.22  0.031
H: 1.75 1.05 2.56  0.104
H: 1.14 -0.61 3.27  0.129
H: -3.02 -0.44 4.41  0.127
H: -1.15 -1.00 4.39  0.126
H: -4.64 -1.99 1.52  0.122
H: -5.52 -0.48 0.75  0.122
H: -6.31 -0.41 2.86  0.064
H: -4.97 -1.12 3.60  0.053
H: 0.93 2.99 -0.51  0.110
H: 1.99 1.82 0.54  0.108
H: 2.58 1.24 -1.92  0.101
H: 0.76 1.04 -2.41  0.105
H: 0.42 -1.10 -1.06  0.129
H: 1.99 -0.85 0.00  0.124
H: 4.04 -2.77 -2.44  0.097
C: -9.33 0.92 2.64  -0.146
O: -8.52 0.38 3.67  -0.160
H: -9.54 0.14 1.90  0.084
H: -10.27 1.28 3.06  0.078
H: -8.79 1.74 2.15  0.079
H: -8.35 1.09 4.31  0.096
C: -2.57 -2.31 7.84  -0.157
O: -3.26 -3.53 7.64  -0.138
H: -2.03 -2.35 8.78  0.079
H: -1.86 -2.16 7.02  0.075
H: -3.29 -1.48 7.86  0.068
H: -3.73 -3.46 6.80  0.065
C: -8.24 -1.55 6.07  -0.166
O: -7.06 -1.00 6.62  -0.138
H: -8.70 -0.82 5.40  0.049
H: -8.00 -2.46 5.51  0.082
H: -8.94 -1.79 6.88  0.077
H: -6.68 -1.67 7.21  0.076
C: -0.50 5.98 -0.48  -0.156
O: -0.53 4.62 -0.10  -0.159
H: -0.23 6.58 0.39  0.078
H: 0.25 6.12 -1.26  0.078
H: -1.48 6.29 -0.84  0.078
H: -0.78 4.11 -0.89  0.054
C: 5.21 1.29 -2.95  -0.161
O: 4.97 1.75 -1.63  -0.136
H: 4.38 0.65 -3.26  0.072
H: 5.28 2.15 -3.63  0.052
H: 6.14 0.71 -2.98  0.079
H: 5.73 2.31 -1.39  0.083
C: 7.03 4.97 -4.38  -0.132
O: 6.34 3.75 -4.58  -0.160
H: 7.57 4.93 -3.44  0.085
H: 7.74 5.12 -5.20  0.084
H: 6.31 5.80 -4.36  0.083
H: 5.87 3.82 -5.42  0.088
C: -6.26 -1.77 -3.21  -0.172
O: -6.50 -1.31 -1.89  -0.157
H: -7.10 -2.41 -3.52  0.077
H: -6.19 -0.91 -3.89  0.070
H: -5.34 -2.35 -3.24  0.076
H: -5.75 -0.75 -1.64  0.005
C: 7.42 0.60 -6.66  -0.146
O: 6.63 1.76 -6.84  -0.137
H: 7.50 0.07 -7.61  0.080
H: 8.42 0.89 -6.33  0.080
H: 6.96 -0.05 -5.92  0.075
H: 6.58 2.20 -5.98  0.039
C: -3.11 1.48 9.26  -0.165
O: -1.87 0.89 8.96  -0.141
H: -3.31 2.27 8.54  0.080
H: -3.90 0.73 9.20  0.068
H: -3.08 1.91 10.27  0.076
H: -1.72 0.19 9.62  0.078
C: 2.16 4.83 4.06  -0.149
O: 0.86 4.64 4.60  -0.159
H: 2.62 3.85 3.90  0.077
H: 2.07 5.35 3.10  0.075
H: 2.76 5.42 4.75  0.076
H: 0.47 5.52 4.73  0.092
C: 3.86 -0.36 -8.78  -0.153
O: 3.62 0.10 -7.46  -0.126
H: 3.03 -1.00 -9.09  0.063
H: 3.93 0.50 -9.46  0.081
H: 4.79 -0.94 -8.81  0.062
H: 4.38 0.66 -7.21  0.054
C: -3.42 -4.81 10.88  -0.172
O: -2.38 -4.82 11.84  -0.137
H: -3.92 -3.83 10.90  0.079
H: -2.99 -4.97 9.88  0.066
H: -4.14 -5.59 11.11  0.075
H: -1.96 -5.69 11.80  0.081
C: 6.02 -4.28 -4.60  -0.145
O: 5.78 -3.83 -3.28  -0.138
H: 5.19 -4.92 -4.91  0.086
H: 6.09 -3.43 -5.27  0.076
H: 6.95 -4.86 -4.62  0.078
H: 6.54 -3.26 -3.03  0.090
C: 0.91 -2.33 -11.06  -0.169
O: 2.16 -2.93 -11.36  -0.140
H: 0.71 -1.54 -11.78  0.082
H: 0.12 -3.08 -11.12  0.077
H: 0.94 -1.90 -10.05  0.068
H: 2.31 -3.63 -10.70  0.079
C: 7.05 -3.02 -10.38  -0.166
O: 6.28 -3.26 -9.21  -0.143
H: 8.06 -2.72 -10.09  0.079
H: 7.09 -3.93 -10.98  0.076
H: 6.59 -2.21 -10.96  0.076
H: 5.39 -3.51 -9.51  0.076

Results
E_HOMO	-0.297	Ha
maximum force	8.981	eV/Å
E_tot	-95156.6735	eV
net charge	0



3.
Computed, not measured: a structure of composition C31H81InN5Na3O12P in a non-equilibrium geometry, with ωB97M-V/def2-TZVPD.

Last column: Löwdin charge in e.
Positions of all 134 atoms, in Å:
In: 0.12 0.72 3.07  1.247
Na: -1.51 -0.97 -2.65  0.584
Na: 2.15 1.44 -0.40  0.512
Na: -2.30 2.63 0.23  0.539
P: -0.45 0.42 -0.37  0.010
O: -1.87 0.65 -0.86  -0.371
O: -0.34 -0.70 0.68  -0.434
O: -0.06 1.67 0.45  -0.467
O: 0.44 0.15 -1.61  -0.348
C: -2.61 -3.15 3.62  -0.021
C: -3.35 -2.00 2.95  -0.354
C: -4.45 -1.46 3.83  -0.187
O: -3.90 -0.91 5.01  -0.172
C: -4.86 -0.43 5.93  -0.078
N: -2.45 -0.93 2.52  0.161
H: -3.30 -3.87 4.08  0.108
H: -2.03 -2.80 4.47  0.083
H: -1.96 -3.76 3.00  0.054
H: -3.79 -2.41 2.03  0.153
H: -5.27 -2.15 4.03  0.152
H: -4.96 -0.62 3.34  0.112
H: -4.31 -0.06 6.79  0.098
H: -5.58 -1.15 6.31  0.106
H: -5.39 0.41 5.47  0.097
H: -2.98 -0.07 2.37  0.087
H: -1.94 -1.19 1.67  0.047
C: 0.63 -3.46 2.77  -0.065
C: 1.12 -2.83 4.07  -0.393
C: 2.07 -3.76 4.82  -0.194
O: 2.23 -3.32 6.14  -0.170
C: 3.42 -3.78 6.78  -0.062
N: 1.78 -1.55 3.74  0.048
H: 1.50 -3.83 2.21  0.084
H: 0.12 -2.78 2.09  0.056
H: 0.08 -4.37 2.97  0.088
H: 0.23 -2.72 4.70  0.137
H: 3.01 -4.00 4.30  0.143
H: 1.51 -4.70 4.92  0.155
H: 3.50 -4.87 6.88  0.102
H: 3.42 -3.43 7.81  0.101
H: 4.24 -3.42 6.15  0.095
H: 2.53 -1.84 3.10  0.100
H: 2.37 -1.34 4.56  0.100
C: -2.45 -4.36 -0.24  -0.015
C: -1.04 -4.22 -0.76  -0.419
C: -0.69 -5.35 -1.73  -0.194
O: -0.89 -6.64 -1.21  -0.153
C: 0.07 -6.99 -0.22  -0.074
N: -0.70 -2.87 -1.21  0.063
H: -2.77 -3.61 0.49  0.054
H: -2.55 -5.34 0.22  0.094
H: -3.18 -4.29 -1.06  0.098
H: -0.34 -4.33 0.10  0.116
H: 0.34 -5.26 -2.08  0.131
H: -1.38 -5.24 -2.57  0.141
H: -0.04 -6.41 0.70  0.078
H: 1.08 -6.93 -0.64  0.095
H: -0.09 -8.06 -0.09  0.104
H: -0.67 -2.25 -0.39  0.034
H: 0.29 -2.79 -1.47  0.066
C: 1.53 5.56 1.27  -0.028
C: 0.38 5.12 2.22  -0.348
C: -0.94 5.52 1.55  -0.141
O: -1.15 4.90 0.25  -0.251
C: -1.70 5.78 -0.72  -0.060
N: 0.49 3.66 2.40  0.033
H: 1.39 5.11 0.28  0.063
H: 2.50 5.14 1.53  0.084
H: 1.59 6.64 1.11  0.102
H: 0.49 5.65 3.16  0.154
H: -0.96 6.61 1.44  0.135
H: -1.79 5.24 2.18  0.132
H: -1.80 5.34 -1.71  0.094
H: -1.14 6.72 -0.69  0.102
H: -2.71 6.09 -0.42  0.103
H: 1.47 3.51 2.64  0.067
H: 0.39 3.27 1.46  0.002
C: 4.12 1.35 -5.24  0.007
C: 3.93 1.47 -3.73  -0.482
C: 5.07 2.33 -3.16  -0.123
C: 4.89 3.84 -3.23  -0.143
C: 3.46 4.18 -2.76  -0.127
C: 2.28 3.37 -3.37  -0.469
N: 2.62 1.94 -3.30  -0.018
O: 1.57 1.17 -3.80  0.025
C: 1.05 3.68 -2.51  -0.011
C: 2.07 3.93 -4.78  0.010
C: 4.11 0.05 -3.13  -0.005
H: 3.92 2.27 -5.77  0.077
H: 3.49 0.55 -5.66  0.099
H: 5.10 0.97 -5.53  0.107
H: 5.21 2.00 -2.12  0.116
H: 6.01 2.12 -3.68  0.134
H: 4.98 4.19 -4.26  0.119
H: 5.60 4.43 -2.66  0.125
H: 3.36 5.25 -2.96  0.132
H: 3.39 4.08 -1.67  0.108
H: 0.95 4.76 -2.43  0.102
H: 0.13 3.33 -3.00  0.076
H: 0.95 3.31 -1.48  0.059
H: 1.68 4.95 -4.79  0.107
H: 3.00 3.96 -5.34  0.076
H: 1.31 3.33 -5.31  0.100
H: 3.98 0.15 -2.05  0.063
H: 5.09 -0.37 -3.38  0.112
H: 3.42 -0.64 -3.60  0.090
H: 1.19 0.78 -2.98  0.058
C: -6.47 0.14 0.62  -0.057
C: -5.19 0.59 -0.06  -0.269
O: -4.26 -0.50 -0.03  -0.113
H: -7.16 0.96 0.82  0.089
H: -6.24 -0.20 1.64  0.053
H: -6.97 -0.72 0.19  0.093
H: -4.67 1.42 0.45  0.101
H: -5.41 0.68 -1.13  0.129
H: -3.38 -0.23 -0.33  0.018
C: 3.15 -3.52 -0.26  -0.069
C: 2.70 -2.07 -0.26  -0.290
O: 2.09 -1.86 -1.54  -0.137
H: 2.30 -4.20 -0.29  0.063
H: 3.82 -3.85 0.53  0.082
H: 3.63 -3.76 -1.22  0.092
H: 3.56 -1.40 -0.21  0.108
H: 1.88 -2.06 0.46  0.080
H: 1.43 -1.14 -1.56  0.001
C: -2.94 1.53 -5.29  -0.049
C: -2.16 2.28 -4.20  -0.299
O: -2.78 2.04 -2.93  -0.103
H: -3.99 1.78 -5.26  0.088
H: -2.75 0.47 -5.10  0.065
H: -2.51 1.72 -6.28  0.087
H: -2.08 3.35 -4.38  0.114
H: -1.16 1.85 -4.14  0.091
H: -2.22 1.51 -2.34  -0.001

Results
E_HOMO	-0.561	Ha
maximum force	2.044	eV/Å
E_tot	-93169.6614	eV
net charge	+3



Q: The lowest E_HOMO belongs to which entry?
A: C31H81InN5Na3O12P



Q: What is the formula in the third record?
A: C31H81InN5Na3O12P